C22H24N11O2S3Tl | ωB97M-V with the def2-TZVPD basis set

Energy above the lowest of the compared OMol25 structures with the same formula, charge and spin = 64.9 kJ/mol
Total charge = +2
Orbital gap = 7.004 eV

Atoms and positions in Å:
Tl -0.41393 1.54478 -0.54112
C 0.35961 -4.15837 1.62496
N -0.22634 -3.14456 2.52123
C -1.14904 -3.51397 3.49377
C -1.44886 -2.43983 4.23819
N -0.69739 -1.40490 3.71133
C 0.03568 -1.84110 2.65529
S 1.07704 -0.67981 1.85037
C -0.51071 -0.08552 4.12465
C -1.12068 0.56290 5.17750
C -0.72729 1.86867 5.40615
C 0.23187 2.47022 4.59218
C 0.77935 1.74418 3.55973
N 0.39976 0.47887 3.35124
H -0.04335 -5.11691 1.93525
H 1.43953 -4.16543 1.72498
H 0.09370 -3.96846 0.59321
H -1.50982 -4.52475 3.56421
H -2.09831 -2.32651 5.08697
H -1.85910 0.07312 5.79590
H -1.16483 2.42369 6.22491
H 0.55170 3.48783 4.76155
H 1.53771 2.13573 2.89298
C -4.96011 4.13629 -1.94499
C -4.55458 3.66446 -0.59908
N -4.81849 4.24088 0.52933
N -4.20998 3.46058 1.46787
C -3.55049 2.41476 0.95930
S -2.63594 1.21223 1.70642
N -3.77784 2.54385 -0.37016
N -3.21584 1.65009 -1.28482
H -5.61351 4.99656 -1.82937
H -5.49923 3.36274 -2.49452
H -4.08715 4.43902 -2.52665
H -4.30103 3.68798 2.44402
H -3.49109 1.91337 -2.22412
H -3.57483 0.72026 -1.07733
N 6.64928 -0.11374 -2.97076
C 5.46521 -0.55644 -2.48331
C 4.78832 0.16664 -1.48029
C 3.58289 -0.27976 -0.99613
C 3.03108 -1.45733 -1.49757
C 3.67879 -2.18281 -2.49340
C 4.88683 -1.73960 -2.97590
S 1.46899 -1.96647 -0.94889
O 1.18720 -3.31306 -1.32711
O 1.63205 -1.89497 0.60245
N 0.33959 -0.89225 -1.24390
C 0.06874 -0.69616 -2.59580
N 0.69724 -1.42679 -3.51810
C 0.38212 -1.21538 -4.78688
C -0.56342 -0.27532 -5.16963
C -1.13360 0.45008 -4.14960
N -0.82937 0.26488 -2.86279
H 7.10459 0.68771 -2.57481
H 7.16938 -0.66239 -3.63080
H 5.23296 1.07103 -1.08415
H 3.07661 0.27757 -0.21612
H 3.22718 -3.09104 -2.86952
H 5.40165 -2.30326 -3.74382
H 0.90764 -1.81860 -5.51852
H -0.83062 -0.11576 -6.20290
H -1.86751 1.22034 -4.36311

C22H24N2O6 | ωB97M-V with the def2-TZVPD basis set

Energy above the lowest of the compared OMol25 structures with the same formula, charge and spin = 35.1 kJ/mol
SMILES string = CCOC(=O)c1c(C)[nH]c(C(=O)COC(=O)c2ccc(N3CCCC3=O)cc2)c1C
Orbital gap = 8.740 eV

Atoms and positions in Å:
C 3.37072 0.17028 -0.35047
C 3.40296 0.73752 1.06156
H 4.09802 1.57688 1.13203
H 3.69203 -0.04550 1.77182
O 2.14324 1.27422 1.45420
C 1.18948 0.38720 1.79654
O 1.37537 -0.80983 1.77672
C -0.05811 1.04383 2.17055
C -0.34091 2.41046 2.09994
N -1.61237 2.57534 2.48649
C -2.20772 1.36170 2.75234
C -1.24311 0.37822 2.58936
C -1.33391 -1.06486 2.93232
H -0.99256 -1.21043 3.95832
H -0.67331 -1.63383 2.28459
H -2.34825 -1.43877 2.85008
C -3.64530 1.36720 2.98947
O -4.21092 2.27424 3.56166
C -4.44105 0.21803 2.35867
H -4.61581 -0.58050 3.08296
O -3.74286 -0.36919 1.27388
C -3.30572 0.50390 0.34013
O -3.70124 1.64514 0.28100
C -2.25240 -0.05487 -0.52340
C -1.56512 0.81627 -1.36773
C -0.49320 0.38037 -2.11274
C -0.07163 -0.94981 -2.02920
C -0.76758 -1.82414 -1.18830
C -1.84287 -1.38280 -0.44756
H -2.36797 -2.06633 0.19961
H -0.45985 -2.85212 -1.08852
N 1.01281 -1.41030 -2.77540
C 1.97321 -0.63969 -3.37537
O 2.02327 0.56691 -3.39987
C 3.00203 -1.57385 -3.98750
C 2.28818 -2.91642 -4.05600
H 2.96115 -3.76532 -3.95751
H 1.75075 -3.00771 -5.00060
C 1.29704 -2.83189 -2.89494
H 0.37931 -3.38779 -3.09637
H 1.74552 -3.20637 -1.96667
H 3.33892 -1.19754 -4.95107
H 3.86225 -1.60547 -3.31527
H 0.03271 1.06727 -2.75331
H -1.88678 1.84522 -1.42000
H -5.40287 0.62944 2.03228
H -2.12972 3.44159 2.49720
C 0.50435 3.55337 1.68139
H -0.06813 4.47777 1.70997
H 1.36952 3.64594 2.33541
H 0.87804 3.39164 0.67224
H 4.36963 -0.14978 -0.63491
H 3.02150 0.91940 -1.05679
H 2.69926 -0.68423 -0.38321

C22H24N4O2S | ωB97M-V with the def2-TZVPD basis set

Energy above the lowest of the compared OMol25 structures with the same formula, charge and spin = 1981.9 kJ/mol
Orbital gap = 8.026 eV

Atoms and positions in Å:
C -2.25128 -2.09002 2.25679
C -0.74737 -1.68245 1.91193
C 0.38882 -2.27214 1.56920
C 1.32515 -1.43962 1.44294
C 0.73353 -0.37101 1.56997
O -0.66828 -0.44222 2.05191
C 1.17432 1.06909 1.88175
N 0.94104 1.93141 0.35685
C -0.31171 2.45668 0.13874
N -1.18035 2.23007 1.16489
H -1.16413 1.72881 1.86396
C -2.71022 2.72901 0.85781
H -3.04429 2.61843 1.82219
H -2.63355 3.62913 0.39423
C -3.31412 1.44533 0.13043
O -3.94010 0.54307 0.99467
N -3.13804 1.33304 -1.02647
H -2.57123 2.12948 -1.39039
C -3.41518 0.44909 -1.94816
C -2.48964 -0.67806 -1.66191
C -2.81182 -2.03942 -1.52559
C -1.85884 -2.86521 -1.16754
C -0.44769 -2.42021 -1.49152
N -0.20160 -1.23827 -1.69470
C -1.12106 -0.24173 -2.22363
H -0.73250 0.61568 -2.25876
H 0.40778 -3.39731 -1.47122
H -1.90872 -3.82521 -1.09325
H -3.87057 -2.35810 -1.14189
H -4.43935 -0.08852 -1.44919
H -3.62261 0.78092 -2.97071
S -0.59730 3.28177 -1.28344
C 2.11155 2.27234 -0.37758
C 3.06236 0.99258 -0.53046
C 2.71767 -0.13736 -1.13723
C 3.72663 -0.88355 -1.21104
C 4.98644 -0.91771 -0.90316
C 5.29738 0.28151 0.16354
C 4.34718 1.32125 0.02510
H 4.52190 2.33185 0.59123
H 6.37174 0.32019 0.46155
H 5.54883 -1.64452 -0.57981
H 3.31552 -2.04944 -1.71297
H 1.70875 -0.35878 -1.51233
H 2.46587 3.20518 -0.10196
H 1.81784 2.38607 -1.39717
H 2.43162 1.02194 1.84063
H 1.01373 1.61608 2.61272
H 2.32041 -1.50548 1.11764
H 0.18521 -3.35582 1.51757
H -2.96164 -1.31080 1.69626
H -2.47106 -2.10169 3.19233
H -2.29702 -3.00535 1.63524

C22H24N4O3 | ωB97M-V with the def2-TZVPD basis set

Energy above the lowest of the compared OMol25 structures with the same formula, charge and spin = 79.7 kJ/mol
SMILES string = CCN(CC)C(=O)Cn1cc(C(=O)C(=O)NCc2ccccn2)c2ccccc21
Orbital gap = 8.392 eV

Atoms and positions in Å:
C 1.92441 -1.35475 -3.23385
H 1.40365 -0.45063 -3.53768
H 1.30187 -2.21231 -3.47753
H 2.84589 -1.42989 -3.80448
C 2.20935 -1.29355 -1.73233
N 2.73005 -2.53495 -1.19594
C 1.98327 -3.56822 -0.76153
O 2.47552 -4.62230 -0.40427
C 0.45251 -3.39301 -0.70718
N 0.02995 -2.42760 0.26974
C -0.71273 -1.33010 0.01605
C -0.92214 -0.60418 1.17459
C -1.63702 0.63476 1.31775
O -1.89171 1.16549 2.39014
C -2.08819 1.33686 0.02774
O -1.73226 1.02114 -1.09750
N -2.93036 2.33979 0.29985
H -3.06083 2.59831 1.27332
C -3.42793 3.25420 -0.69038
C -3.36457 4.67804 -0.20227
N -3.26492 4.84945 1.10787
C -3.22178 6.07906 1.58882
C -3.28026 7.20956 0.79031
C -3.39018 7.03392 -0.58128
C -3.43323 5.74778 -1.09034
H -3.51497 5.56996 -2.15178
H -3.43812 7.88666 -1.24307
H -3.24085 8.19553 1.22567
H -3.13697 6.15204 2.66505
H -2.83524 3.12276 -1.60180
H -4.47403 3.01267 -0.93149
C -0.26118 -1.33727 2.22418
C -0.11612 -1.13200 3.59201
C 0.60440 -2.05888 4.31536
C 1.17926 -3.17398 3.70303
C 1.05276 -3.39789 2.34689
C 0.32723 -2.46708 1.61629
H 1.50335 -4.25749 1.87665
H 1.73539 -3.87751 4.30447
H 0.72888 -1.92489 5.37982
H -0.56530 -0.27007 4.05839
H -1.07741 -1.11265 -0.96963
H 0.05233 -4.38006 -0.44646
H 0.06221 -3.10087 -1.68403
C 4.17154 -2.74354 -1.21832
C 4.63582 -3.56057 -2.42010
H 5.71106 -3.70806 -2.36576
H 4.40029 -3.05906 -3.35493
H 4.15097 -4.53272 -2.40807
H 4.43612 -3.28322 -0.30471
H 4.65786 -1.76654 -1.20709
H 1.30219 -1.00914 -1.20057
H 2.95016 -0.51298 -1.53965

C22H24N4O4S3Ti | ωB97M-V with the def2-TZVPD basis set

Energy above the lowest of the compared OMol25 structures with the same formula, charge and spin = 247.4 kJ/mol
Total charge = -2
Orbital gap = 3.262 eV

Atoms and positions in Å:
Ti -0.68538 -0.04534 -0.60858
N -2.21122 1.47134 -0.84317
C -3.50179 0.82223 -1.04454
C -4.69783 1.70816 -0.70974
C -4.60151 3.15193 -1.25413
C -4.63546 3.36353 -2.78692
N -3.49014 2.91331 -3.63448
C -2.24593 3.20315 -3.29847
N -1.96183 4.45337 -2.99072
N -1.29969 2.47040 -3.84983
C -3.49320 -0.48554 -0.21631
O -4.55348 -0.99632 0.09828
O -2.29871 -0.91099 0.03907
H -2.19554 2.05262 0.00304
H -2.03730 2.06874 -1.51008
H -3.57391 0.48333 -2.07976
H -4.78311 1.76177 0.37465
H -5.60610 1.22499 -1.07614
H -3.70389 3.63435 -0.84095
H -5.46069 3.70707 -0.87205
H -4.75102 4.43425 -2.96658
H -5.52222 2.88147 -3.19307
H -3.54015 1.93185 -3.89391
H -2.72106 4.89789 -2.47986
H -1.13055 4.48440 -2.37931
H -1.33483 1.45433 -3.55406
H -0.37762 2.81330 -3.58108
S 0.55102 4.11073 2.40706
C -0.12365 3.19496 1.16988
S 0.23252 1.46383 1.17625
S -1.00774 3.97733 -0.12400
C 0.54720 -1.49997 0.11030
C 1.51414 -1.95442 0.75198
C 2.62151 -2.50476 1.40954
C 2.38812 -3.29150 2.62237
C 1.13272 -3.90718 2.85425
C 0.87064 -4.62346 4.01313
C 1.83761 -4.76248 5.00963
C 3.07007 -4.14389 4.81970
C 3.34286 -3.42496 3.66117
C 3.94737 -2.20747 0.87078
C 4.15315 -1.09352 0.01805
C 5.40285 -0.80011 -0.50657
C 6.51200 -1.60207 -0.23054
C 6.32746 -2.72812 0.56692
C 5.07896 -3.02912 1.10155
H 0.36789 -3.80083 2.09365
H -0.10517 -5.08410 4.14648
H 1.63021 -5.32383 5.91653
H 3.82891 -4.21048 5.59599
H 4.29392 -2.91733 3.56583
H 3.30388 -0.46335 -0.21106
H 5.52069 0.07461 -1.14222
H 7.49069 -1.35989 -0.63463
H 7.16669 -3.38944 0.76457
H 4.95593 -3.93549 1.68002
O 0.29869 0.60607 -1.92854
O -0.73701 -0.31939 -2.39938

C22H24N4O5 | ωB97M-V with the def2-TZVPD basis set

Energy above the lowest of the compared OMol25 structures with the same formula, charge and spin = 254.8 kJ/mol
SMILES string = Cc1ccc(C)c(OCC(=O)Nc2nonc2NC(=O)COc2cc(C)ccc2C)c1
Orbital gap = 9.188 eV

Atoms and positions in Å:
C 0.03776 -2.82813 2.38668
C -1.05327 -2.17298 1.59554
C -1.11443 -2.27703 0.21469
C -2.13879 -1.67057 -0.49319
C -3.12417 -0.93825 0.14783
C -3.06184 -0.83339 1.54242
C -2.03892 -1.44580 2.25029
H -2.00846 -1.36750 3.32724
O -4.08963 -0.16394 2.17867
C -3.74537 0.92514 3.00983
C -3.36582 2.12569 2.13474
O -4.09470 3.05200 1.90647
N -2.10855 1.97506 1.59296
C -1.55736 2.79860 0.65759
N -2.15610 3.78680 0.04807
O -1.27036 4.32205 -0.80509
N -0.09394 3.68785 -0.75832
C -0.20916 2.73553 0.12918
N 0.86364 1.90837 0.38706
C 0.99546 0.90202 1.27967
O 0.14101 0.53837 2.06515
C 2.37143 0.24396 1.25170
O 3.21832 0.68845 0.23094
C 3.08532 0.14193 -1.03459
C 1.98483 -0.58765 -1.45118
C 1.92178 -1.08887 -2.74849
C 2.97621 -0.84317 -3.61222
C 4.07052 -0.10501 -3.19416
C 4.14780 0.40091 -1.90906
C 5.31578 1.21093 -1.44121
H 5.69929 0.81284 -0.50357
H 5.01204 2.24117 -1.25832
H 6.10853 1.20670 -2.18384
H 4.88269 0.08209 -3.88087
H 2.94244 -1.22560 -4.62122
C 0.72903 -1.88183 -3.18554
H 0.70129 -1.97369 -4.26801
H 0.76513 -2.88500 -2.76016
H -0.18916 -1.40685 -2.84744
H 1.15419 -0.77079 -0.78394
H 2.87198 0.50342 2.19205
H 2.23209 -0.84427 1.23503
H 1.68142 2.12560 -0.17558
H -1.48344 1.23285 1.92395
H -2.93040 0.67848 3.70137
H -4.65067 1.16853 3.56920
C -4.23637 -0.27425 -0.60083
H -5.18813 -0.73251 -0.33656
H -4.30193 0.77995 -0.33298
H -4.08832 -0.36066 -1.67422
H -2.17724 -1.76929 -1.56893
H -0.36278 -2.84636 -0.31368
H 0.77352 -3.28998 1.73211
H -0.37750 -3.59939 3.03428
H 0.53331 -2.09254 3.01850

C22H25AsClF6N4RhS2Sb | ωB97M-V with the def2-TZVPD basis set

Energy above the lowest of the compared OMol25 structures with the same formula, charge and spin = 129.2 kJ/mol
Total charge = +2
Multiplicity = 2
Orbital gap (alpha / beta) = 5.180 / 6.790 eV

Atoms and positions in Å:
Rh -0.17022 1.45152 1.57386
C -0.87750 4.93533 5.41796
S 0.77429 4.73891 4.73130
C 0.54920 3.56128 3.51728
S -0.98936 2.84792 3.21248
N 1.65860 3.29829 2.82703
N 1.49641 2.38824 1.87852
C 2.44407 2.14394 1.02584
C 2.19983 1.08711 0.04545
C 3.30147 0.88800 -0.90457
C 3.83495 -0.27198 -1.31520
C 3.39412 -1.61592 -0.96694
C 2.12816 -2.01645 -0.86504
N 1.06567 0.45491 0.10009
H -0.76960 5.69292 6.19174
H -1.22764 4.00967 5.86873
H -1.57177 5.29272 4.66065
H 3.36532 2.70969 1.07585
H 3.81658 1.80145 -1.18172
H 4.74399 -0.21176 -1.90373
H 4.18033 -2.34862 -0.81110
H 1.86542 -3.03090 -0.59309
C -0.94873 -1.59220 -0.54498
As 0.67492 -0.85147 -1.22362
C 0.64737 0.23530 -2.80932
C 0.35160 -2.97923 -3.17226
C -0.81358 -2.71331 -3.91266
C -2.08221 -3.17259 -3.47271
C -3.22105 -2.89043 -4.19125
C -3.13726 -2.14786 -5.37011
C -1.90000 -1.69915 -5.83543
C -0.75575 -1.97373 -5.12288
H -1.73197 -1.47141 -1.28800
H -1.21688 -1.06409 0.36499
H -0.77838 -2.64732 -0.34273
H -0.24116 -0.02946 -3.37519
H 1.54448 0.04274 -3.39170
H 0.59665 1.27105 -2.48327
H 0.31459 -3.72156 -2.38296
H 1.32311 -2.77591 -3.60794
H -2.14182 -3.77619 -2.57440
H -4.18127 -3.25559 -3.85323
H -4.03418 -1.93286 -5.93481
H -1.84229 -1.14703 -6.76356
H 0.20890 -1.64809 -5.49463
Cl 3.29214 -1.61373 4.74844
C 1.67914 -1.19973 4.34518
C 0.59886 -1.79406 4.97986
C -0.67722 -1.41430 4.59949
C -0.83741 -0.45987 3.61590
N 0.21711 0.10804 3.01013
C 1.45724 -0.25065 3.36374
H 0.76020 -2.53299 5.75315
H -1.54991 -1.84612 5.06792
H -1.81648 -0.12301 3.30171
H 2.28625 0.22394 2.86345
F -0.73015 2.74898 0.04872
Sb -2.60551 2.21511 -0.43619
F -2.63929 3.48902 -1.77103
F -3.15288 3.33965 0.93140
F -2.13998 0.86931 0.99452
F -4.25029 1.40591 -0.65794
F -1.73922 0.96861 -1.56121

C22H25BrMnNO | ωB97M-V with the def2-TZVPD basis set

Total charge = -1
Multiplicity = 6
Orbital gap (alpha / beta) = 4.772 / 6.142 eV

Atoms and positions in Å:
C 1.78871 -0.03870 3.47344
C 2.19286 -0.60943 2.20692
C 2.09298 0.40836 1.21019
H 2.61888 -1.59666 2.02542
C 1.59856 1.58566 1.82658
C 1.46088 1.34115 3.23521
H 1.47641 2.54231 1.32692
C -1.04154 -1.35509 3.43180
C 0.02413 -2.09132 2.79043
C -0.31018 -2.21666 1.39543
H 0.81971 -2.63401 3.28766
C -1.56299 -1.59491 1.16906
C -2.03812 -1.11459 2.42137
H 2.46265 0.33005 0.18512
H 1.18168 2.07841 3.98459
H 1.78780 -0.52754 4.44384
H -3.03051 -0.69149 2.55447
H 0.24588 -2.76460 0.63353
H -1.14947 -1.15710 4.49231
Mn 0.10359 -0.04594 2.26076
C -2.32112 -1.50329 -0.15112
C -3.70615 -2.13197 0.04803
C -1.61026 -2.25982 -1.28625
H -3.58957 -3.14570 0.45457
H -4.24149 -2.20808 -0.90827
H -4.32033 -1.54634 0.74258
H -1.61943 -3.33704 -1.08017
H -0.57251 -1.92675 -1.40344
H -2.13545 -2.08609 -2.23659
C -2.48926 -0.01853 -0.57218
C -1.20952 0.64442 -0.97817
H -2.94107 0.57034 0.23722
H -3.17443 0.03684 -1.42390
O -0.15313 0.52051 -0.33093
N -1.21887 1.41906 -2.08690
C -0.20492 2.48201 -2.18014
H -2.08574 1.52838 -2.61902
C 1.16373 1.93269 -2.46803
C 2.29594 2.58059 -1.96404
H 2.15462 3.47148 -1.34549
C 3.57621 2.09546 -2.25357
H 4.45391 2.61483 -1.85132
C 3.72307 0.96216 -3.06310
H 4.71989 0.58911 -3.29679
C 2.59025 0.31751 -3.57398
H 2.68846 -0.56361 -4.20701
C 1.31587 0.81019 -3.28284
H 0.41991 0.33785 -3.68645
H -0.17267 3.01970 -1.22393
H -0.53041 3.17246 -2.96415
Br -1.52741 1.77371 2.60029